ORCA calculation (ωB97M-V/def2-TZVPD) on a cluster of 2 separate species, C4H14N3S in total.

Geometry as ORCA input:
```
! wB97M-V def2-TZVPD RIJCOSX def2/J DEFGRID3
* xyz 1 1
C 1.824 0.793 -2.685
N 1.593 0.407 -1.291
C 2.500 0.326 -0.370
N 2.252 -0.022 0.880
H 1.814 1.873 -2.806
H 1.057 0.325 -3.292
H 2.787 0.414 -3.022
H 0.616 0.154 -1.071
H 3.527 0.530 -0.647
H 1.301 -0.131 1.190
H 2.965 0.129 1.571
C -1.785 0.822 0.919
C -1.914 -0.699 0.969
S -0.969 -1.529 -0.357
N -2.389 1.371 2.146
H -0.734 1.106 0.772
H -2.373 1.220 0.091
H -1.545 -1.075 1.923
H -2.967 -0.949 0.883
H -0.203 -2.309 0.401
H -1.791 1.089 2.923
H -2.275 2.381 2.156
*
```

Values from the calculation:
energy above the lowest of the compared OMol25 structures with the same formula, charge and spin: 114.7 kJ/mol
maximum force: 0.019 Eh/bohr

***

ORCA calculation (ωB97M-V/def2-TZVPD) on a cluster of 3 separate species, C4H14N4 in total.

Geometry as ORCA input:
```
! wB97M-V def2-TZVPD RIJCOSX def2/J DEFGRID3
* xyz 2 1
C 10.209 1.308 0.584
C -5.575 1.782 0.622
C -6.035 0.708 -2.221
C -6.139 -3.369 0.378
N 10.707 0.122 0.643
N -5.488 0.503 0.026
N 10.002 -0.885 1.106
N -5.615 0.085 -1.064
H 10.698 2.136 -0.024
H 9.266 1.442 1.018
H -4.550 2.091 0.945
H -5.744 2.613 -0.065
H -6.192 1.758 1.514
H -7.024 0.376 -2.515
H -5.993 1.865 -2.097
H -5.314 0.350 -2.963
H -6.691 -2.803 1.020
H -5.343 -3.014 -0.166
H -6.146 -4.469 0.503
H 11.719 -0.048 0.325
H 9.007 -0.702 1.292
H 10.242 -1.849 1.138
*
```

Values from the calculation:
energy above the lowest of the compared OMol25 structures with the same formula, charge and spin: 681.6 kJ/mol
maximum force: 0.088 Eh/bohr

***

ORCA calculation (ωB97M-V/def2-TZVPD) on a cluster of 2 separate species, C4H14N4 in total.

Geometry as ORCA input:
```
! wB97M-V def2-TZVPD RIJCOSX def2/J DEFGRID3
* xyz 2 1
C 0.818 -1.294 -0.661
C 1.204 -1.223 -2.062
C 1.739 -0.843 0.343
C -1.667 2.760 0.965
N -0.376 -1.744 -0.320
N -0.454 0.846 0.048
N -0.916 -1.732 0.943
N -0.638 1.734 0.848
H 2.229 -1.531 -2.351
H 1.085 -0.166 -2.407
H 0.575 -1.889 -2.644
H 1.311 -1.197 1.250
H 1.755 0.226 0.394
H 2.764 -1.214 0.168
H -2.537 2.655 0.328
H -2.148 2.869 2.000
H -1.226 3.771 0.958
H -0.881 -2.158 -1.091
H -1.266 0.662 -0.680
H -1.733 -2.283 0.778
H -0.217 -2.062 1.517
H 0.135 1.907 1.491
*
```

Values from the calculation:
energy above the lowest of the compared OMol25 structures with the same formula, charge and spin: 476.3 kJ/mol
maximum force: 0.079 Eh/bohr